37
Properties=species:S:1:pos:R:3:forces:R:3 method="wB97M-V/def2-TZVPD" charge=-4 energy_ev=-88944.2970
N -1.0140 0.6096 4.9434 -3.99 4.57 -7.56
O 3.6149 0.2924 3.7088 -1.39 -0.47 -0.71
O 1.6936 -0.9506 4.5286 -0.90 1.42 -1.83
O 4.4397 -1.0120 -0.9060 -2.47 0.50 1.00
O 3.7770 -2.4082 1.0524 -1.00 3.13 0.41
O -4.1165 1.4321 -0.9619 0.85 1.18 1.36
O -3.3335 -0.7797 -1.5017 2.02 1.82 1.39
O 2.8264 2.0951 -3.7841 -0.14 -2.05 2.29
O 1.4933 3.5504 -2.6385 -1.27 -1.02 1.64
O 1.9693 1.4666 4.9788 -1.03 -1.21 -1.43
O 3.2982 -3.1645 -0.9998 -1.38 1.45 -1.69
O -3.1982 0.9187 -3.1299 1.19 0.99 1.49
O 3.1890 2.4747 -1.2634 -1.17 -0.93 -1.57
N -1.9109 1.8610 2.9062 0.70 -2.24 3.24
N -1.4587 1.1847 3.9416 2.80 -2.13 2.69
O -0.1847 -0.3636 1.9122 -1.99 0.18 -2.09
O 1.5121 1.0115 2.5969 -0.16 -1.23 0.43
O 1.7571 -1.3024 -0.3081 2.34 1.31 0.81
O -1.5748 1.2280 -1.2347 -0.84 -0.37 0.03
O 1.3494 0.9865 -2.0036 -0.43 0.23 0.44
C -1.2547 1.7985 1.4868 -0.42 -0.81 2.18
C 1.1827 -0.0557 1.7258 -0.04 -2.24 0.74
C -1.1142 0.3247 0.9854 2.59 2.11 -0.04
C 1.6513 0.0472 0.2779 1.23 -0.05 -0.46
C -0.6512 0.3720 -0.5485 0.74 0.96 1.19
C 0.8373 0.9243 -0.6261 -1.67 1.54 -0.42
S 2.1685 0.3481 4.0020 4.10 2.23 3.97
S 3.4051 -1.8657 -0.2832 2.52 -5.70 -0.01
S -3.0815 0.7013 -1.6612 -2.86 -3.50 -4.37
S 2.2540 2.3017 -2.4136 2.21 3.37 -1.51
H -0.3282 2.3473 1.7109 -0.10 -0.33 -0.98
H -1.9913 2.3201 0.8624 0.47 0.06 0.31
H 1.6887 -0.9820 2.1249 -0.31 0.81 -0.65
H -2.1138 -0.0602 0.9395 -0.31 -0.97 0.61
H 2.6217 0.5544 0.3094 0.24 -0.43 0.00
H -0.7187 -0.6143 -0.9450 0.13 -0.80 -0.41
H 0.8952 1.9879 -0.2050 -0.29 -1.40 -0.50


18
Properties=species:S:1:pos:R:3:forces:R:3 method="wB97M-V/def2-TZVPD" smiles=COCc1nc(C#N)c(N)o1 relative_energy_kj_mol=185.6
C 2.2252 0.4381 1.0781 -0.45 -2.24 1.90
O 2.6911 -0.2632 -0.0456 0.65 0.77 -0.67
C 1.7944 -1.1010 -0.6863 -1.34 0.36 -3.14
C 0.3296 -0.8329 -0.4842 -1.18 -0.43 0.35
N -0.6249 -1.5887 -0.0100 0.26 1.59 -0.15
C -1.7215 -0.6799 0.0789 -0.88 0.09 -0.30
C -3.1224 -0.8785 0.2874 -2.04 -0.73 0.02
N -4.2958 -0.9041 0.3097 2.54 0.07 0.19
C -1.3664 0.5681 -0.3554 2.35 -3.38 0.26
N -1.7706 1.8062 -0.2652 -3.24 1.81 1.16
O -0.0880 0.4229 -0.7963 0.41 1.11 0.06
H 1.9784 -0.4398 1.8140 0.32 2.12 -0.40
H 2.9956 1.1275 1.4504 -0.05 -0.62 -0.15
H 1.3252 1.0184 0.9038 -0.11 0.05 -0.14
H 1.9708 -0.9683 -1.8461 -0.15 -0.40 2.13
H 1.8334 -2.1455 -0.4634 0.85 -0.83 0.44
H -2.7593 2.0390 -0.0170 1.39 -0.70 -0.35
H -1.3948 2.3818 -0.9529 0.67 1.37 -1.19


19
Properties=species:S:1:pos:R:3:forces:R:3 method="wB97M-V/def2-TZVPD" spin_multiplicity=3 relative_energy_kj_mol=186.4
C 0.9838 -2.5164 -0.0378 3.85 1.38 -0.43
C 1.6381 -0.2629 0.3220 1.03 -0.03 -0.98
C -0.5929 -0.9436 -0.0554 -0.19 -0.58 -0.63
C 1.0492 2.1574 -0.1768 0.07 -2.11 0.16
C -0.0443 1.4235 0.0333 2.20 1.78 -1.00
C -2.0133 -0.6336 -0.4174 2.41 -1.87 -4.54
N -0.2133 -2.2437 -0.0759 -2.83 -1.11 1.03
N 0.3439 0.0102 0.1510 -1.81 0.65 -0.29
N -1.3475 1.9083 0.0127 -1.60 -0.27 2.74
O 3.5355 1.5838 0.6680 1.84 0.94 1.22
O 1.7946 -3.4973 0.1657 -0.78 -1.56 0.89
S 2.5696 1.1564 -0.3090 -2.82 -0.74 0.04
H 1.0013 3.1828 -0.2578 0.21 2.08 -0.27
H -2.4676 -0.3212 0.4140 -2.31 2.10 2.65
H -1.9478 0.0230 -1.3685 -0.85 -0.77 1.95
H -2.4904 -1.5896 -0.6943 0.41 0.34 0.05
H -1.5699 2.8815 -0.1703 1.26 0.01 -0.86
H -1.6921 1.8874 0.9994 -0.06 -0.70 -0.93
H 1.4631 -4.2062 0.7973 -0.02 0.46 -0.78


17
Properties=species:S:1:pos:R:3:forces:R:3 method="wB97M-V/def2-TZVPD" relative_energy_kj_mol=256.6
C 1.2808 -1.9656 0.1987 0.85 0.67 1.27
C -2.2286 0.9470 -0.7394 -0.70 -3.09 1.22
C 1.2330 0.3582 -0.6377 -0.37 1.76 1.03
C 0.7575 0.8967 0.7918 1.59 -0.47 -0.41
C 0.7352 -1.0449 -0.6901 -1.30 -0.03 -1.64
C -1.0905 -0.6278 0.7283 0.70 0.11 -3.02
N 1.7057 -2.3864 1.1899 0.09 -0.82 0.08
N -1.3252 1.4897 -0.0756 1.37 1.68 0.19
N -0.6577 0.6741 0.8285 -1.56 -0.73 0.26
S -2.5359 -0.7631 -0.2520 0.37 0.74 0.38
H -2.8974 1.3036 -1.4683 -0.32 1.15 -0.65
H 0.7069 1.1435 -1.3343 1.24 -2.04 0.69
H 2.3482 0.5012 -0.6220 -0.98 -0.19 -0.30
H 1.3823 0.4464 1.6127 -1.26 0.10 -0.64
H 0.8941 1.9465 0.7981 0.22 1.08 0.25
H 0.5327 -1.4743 -1.6787 -0.40 0.33 0.32
H -0.8410 -1.4448 1.3500 0.46 -0.28 0.97


18
Properties=species:S:1:pos:R:3:forces:R:3 method="wB97M-V/def2-TZVPD" charge=-1 relative_energy_kj_mol=298.1
C -0.6355 -3.2300 0.0819 2.81 -0.43 -2.45
C -1.0117 0.8317 0.3793 1.52 -0.60 0.97
C -0.4488 -0.3053 -0.0133 -1.33 2.77 -0.10
C 0.5462 -1.1120 -0.2308 0.99 -0.58 2.08
C -0.4022 1.7230 1.5329 1.03 -1.41 -2.42
C 1.9361 -0.4696 -0.2716 -1.62 2.79 -0.47
N -0.2492 -4.0547 -0.8860 1.10 0.07 -0.84
N -1.7648 -3.5692 0.6220 -0.53 1.20 0.42
N -1.2066 -4.9002 -0.9857 -0.18 -1.69 -1.87
N -2.1171 -4.6245 -0.1640 -2.60 -0.45 2.29
O 0.4655 -2.3812 0.1742 0.67 0.20 2.14
H -1.9129 1.1866 -0.0308 -0.96 0.52 -0.85
H -0.2488 2.7944 1.1299 0.08 -1.78 0.90
H 0.4979 1.1157 1.8453 -0.42 1.42 -0.36
H -1.0371 1.6766 2.3608 -1.20 0.50 1.37
H 1.5835 0.5034 -0.7048 0.71 -0.22 0.51
H 2.4291 -0.1884 0.6795 -0.97 -0.59 0.11
H 2.7584 -0.6496 -0.8900 0.88 -1.72 -1.43


18
Properties=species:S:1:pos:R:3:forces:R:3 method="wB97M-V/def2-TZVPD" smiles="C=C=[NH+]C1=NC=CN=C[N@@H+]1[O-]" charge=+1 relative_energy_kj_mol=365.8
C 3.2791 0.5785 0.5135 0.64 -0.23 0.11
C 2.0529 0.7906 0.2456 -0.87 -0.49 0.15
N 0.8801 1.1583 -0.1207 0.81 0.54 0.31
C -0.1373 0.2634 -0.4563 -0.76 -0.92 -0.73
N -0.9558 0.4731 -1.3888 1.01 0.63 0.16
C -2.1215 -0.1654 -1.6030 -0.55 -0.58 0.17
C -2.8792 -0.6786 -0.5823 0.20 0.00 -0.71
N -2.5324 -0.5153 0.7058 -0.31 0.15 0.61
C -1.3824 -0.4790 1.1984 -0.17 -0.40 0.47
N -0.1663 -0.9484 0.4684 -1.27 0.73 -1.25
O 0.9008 -1.1313 1.1799 1.36 0.30 0.70
H 3.5677 0.0531 1.4162 -0.21 0.04 0.17
H 4.0883 0.8463 -0.1531 -0.11 0.15 -0.27
H 0.5945 2.1282 0.0111 0.09 -0.05 0.07
H -2.5101 -0.0620 -2.6044 -0.18 -0.08 -0.01
H -3.8929 -1.0150 -0.7440 -0.01 -0.04 -0.19
H -1.1802 -0.1500 2.2061 0.34 -0.02 0.17
H -0.4247 -1.7673 -0.1247 -0.01 0.27 0.07


18
Properties=species:S:1:pos:R:3:forces:R:3 method="wB97M-V/def2-TZVPD" relative_energy_kj_mol=709.8
C -0.8857 1.7161 2.6026 -0.51 1.50 3.50
C -0.2305 0.7848 0.6408 2.53 -1.79 -1.73
C -1.8839 -0.5962 -0.0324 -5.45 -4.42 1.42
C -0.1306 -0.7825 -1.0922 6.90 1.62 -2.43
C 2.1700 -0.9582 -1.4835 0.81 4.04 1.91
C 0.6984 0.2062 -0.3548 -5.89 -2.62 0.65
H -1.5496 0.6220 2.5896 2.32 3.54 0.97
H -0.3278 2.1649 3.6833 -2.05 -1.68 -3.01
H -1.7375 2.5530 2.3011 2.47 -2.09 0.28
H 1.0656 2.4045 1.1414 -3.22 -3.58 2.81
H -2.8092 -1.3388 0.3277 1.55 2.96 -0.56
H 1.1123 -2.4872 -2.2023 -1.72 4.88 0.17
H 3.2807 -1.0814 -1.8854 -3.03 -0.41 0.58
N 0.2753 1.4317 1.7064 0.76 4.71 -1.55
N -1.5211 0.3979 0.7082 1.39 0.44 -0.74
N -1.3307 -1.2701 -1.0002 1.08 0.43 -0.72
N 0.9321 -1.2125 -2.0144 -0.14 -7.96 -0.96
N 2.0073 -0.0696 -0.4912 2.20 0.45 -0.62


15
Properties=species:S:1:pos:R:3:forces:R:3 method="wB97M-V/def2-TZVPD" smiles="N#CC1(O)CC=CC1" relative_energy_kj_mol=106.9
N -2.2945 -1.6127 -0.8681 -0.87 -0.38 -0.77
C -1.3815 -1.1157 -0.4008 0.78 -0.20 1.47
C -0.2727 -0.5443 0.4293 -1.14 -0.37 -0.77
O -0.1471 -1.1440 1.6716 -0.47 -1.05 1.18
C 1.0074 -0.7452 -0.3979 0.33 0.85 0.76
C 1.2219 0.6096 -0.9467 -0.29 2.09 0.16
C 0.3742 1.5520 -0.4381 1.98 -2.42 -0.68
C -0.6049 0.9598 0.5133 -0.82 0.38 -1.77
H -0.9975 -1.3482 2.1248 0.75 0.44 -0.80
H 0.9545 -1.4665 -1.1967 -0.25 -0.57 0.02
H 1.8390 -0.9816 0.2674 -0.02 -0.33 0.05
H 2.0787 0.7423 -1.6188 -0.58 0.42 0.14
H 0.3776 2.5800 -0.6404 0.16 1.24 -0.42
H -1.6014 1.1052 -0.0001 0.60 0.15 1.27
H -0.5536 1.4094 1.5013 -0.18 -0.26 0.16


15
Properties=species:S:1:pos:R:3:forces:R:3 method="wB97M-V/def2-TZVPD" smiles="C#CN(C)C(=O)C=C" relative_energy_kj_mol=251.8
C -1.0355 -1.7117 1.4891 0.94 0.71 -0.60
C -0.2666 -0.9201 0.9885 -0.04 -0.56 0.15
N 0.7062 -0.1413 0.4224 0.55 0.30 0.18
C 2.0240 -0.1022 1.0332 0.41 -0.25 0.55
C 0.4237 0.7054 -0.6392 -1.98 -0.57 -0.73
O 1.2054 1.2388 -1.4051 -0.34 -0.56 1.34
C -1.1036 0.8110 -0.7373 0.57 1.01 -1.82
C -1.7442 0.5867 -1.8907 0.15 0.21 0.82
H -1.6435 -2.5323 1.7941 -0.06 0.24 0.10
H 2.4046 -1.1200 1.1573 0.03 0.20 -0.01
H 1.9374 0.3765 2.0150 0.12 -0.16 -0.07
H 2.7190 0.4854 0.4271 -0.36 -0.19 -0.10
H -1.5832 1.3213 0.0903 -0.10 -0.25 0.08
H -1.2577 0.1316 -2.7461 0.07 0.13 0.07
H -2.7861 0.8709 -1.9986 0.03 -0.26 0.03


15
Properties=species:S:1:pos:R:3:forces:R:3 method="wB97M-V/def2-TZVPD" smiles="O=CN1[C@@H]2CC=C[C@@H]21" relative_energy_kj_mol=351.9
O -2.3529 0.6658 -0.6691 1.96 -4.50 2.55
C -1.7593 -0.4060 -0.2216 -1.47 5.27 -4.21
N -0.7743 -0.4062 0.7107 -2.09 -5.16 -2.34
C 0.3445 0.1470 1.1926 2.23 3.09 -1.44
C 0.9571 1.3213 0.3371 1.45 -0.42 -1.07
C 1.5848 0.5141 -0.8727 1.92 -0.67 -0.40
C 1.4605 -0.8344 -0.7696 -3.49 3.83 1.82
C 0.4890 -1.1772 0.3931 1.25 2.91 0.10
H -1.8476 -1.3423 -0.8838 -0.02 0.89 1.63
H 0.4326 0.3889 2.2148 -0.04 -0.59 1.37
H 1.8637 1.6708 0.9041 -0.90 0.09 -0.45
H 0.3065 2.2467 0.0556 0.89 -2.01 0.60
H 2.4173 0.8730 -1.6018 -1.95 0.05 1.27
H 1.8598 -1.5735 -1.3682 0.85 -1.30 -1.17
H 0.7515 -2.1350 0.7029 -0.59 -1.46 1.74


15
Properties=species:S:1:pos:R:3:forces:R:3 method="wB97M-V/def2-TZVPD" smiles="CC1=CC(=O)N=C1C" relative_energy_kj_mol=449.2
C -1.5164 -1.5602 0.0631 -1.74 3.18 1.37
C -0.1616 -0.6704 -0.2079 -2.86 -1.47 2.77
C 0.9828 -1.2726 -0.1302 2.53 -0.79 -2.18
C 2.2209 -0.2772 -0.1114 -1.49 -3.08 2.90
O 3.3866 -0.5464 0.0857 -1.53 0.85 -1.09
N 1.5057 0.8780 0.1344 3.63 2.39 -0.48
C 0.2673 0.7304 0.0164 -1.34 3.00 -1.23
C -0.3595 2.0955 -0.0690 -2.19 4.27 1.51
H -2.0550 -1.4579 1.1914 2.37 -0.12 -2.51
H -1.3372 -2.7486 -0.0429 -0.80 3.18 -0.66
H -2.3757 -0.7737 -0.4246 1.83 -3.39 0.24
H 0.9391 -2.2680 -0.3616 0.90 -2.76 0.01
H 0.4197 2.9757 -0.0144 -0.87 -2.35 0.44
H -1.0742 2.3425 0.9158 1.40 -0.79 -2.81
H -0.8424 2.5530 -1.0447 0.14 -2.09 1.71


16
Properties=species:S:1:pos:R:3:forces:R:3 method="wB97M-V/def2-TZVPD" relative_energy_kj_mol=757.9
C 0.1159 -1.2374 1.2450 0.38 -1.67 4.86
C 0.0204 -0.5898 -0.0393 0.78 0.72 -4.48
C -2.1170 0.1501 -0.1483 1.23 -3.64 -3.83
C -1.4191 1.0177 0.4965 -2.53 6.87 1.77
C 0.0231 0.9147 0.0173 -4.23 -0.41 0.70
C 1.3579 1.2627 0.1772 5.84 -1.43 1.76
H -0.9754 -1.2204 1.6861 2.48 -0.16 -0.26
H 0.8400 -0.3400 1.8103 -2.09 -3.36 -0.81
H 0.6514 -2.4694 1.4533 -1.74 4.25 -1.26
H -3.0572 -0.1903 -0.5829 -0.50 1.12 1.22
H -2.1643 1.9550 0.6354 2.52 -1.65 0.72
H -0.0402 1.0789 -1.0248 -0.67 0.67 -1.77
H 2.0063 2.0870 0.6387 -1.50 -1.08 -0.83
N 2.0958 0.2345 -0.2190 -0.48 1.29 -0.81
O -1.2013 -0.6246 -0.8922 0.53 -3.37 1.33
O 1.2241 -0.8316 -0.8044 -0.01 1.85 1.66